Record 1
Density functional theory data (ωB97M-V with the def2-TZVPD basis set) for a structure of composition C19H36O6PSiSn.

```
! wB97M-V def2-TZVPD RIJCOSX def2/J DEFGRID3
* xyz 1 1
Sn -1.09 -0.66 1.78
C 1.17 -1.70 4.04
C 2.42 -0.73 3.51
O 3.68 -1.08 3.49
C 4.09 -1.67 2.24
C 4.09 -3.16 2.07
O 4.13 -3.63 0.67
C 2.95 -3.12 0.11
C -1.22 -0.68 -1.26
O -0.69 -1.55 -0.49
C 6.02 -0.41 1.78
C 5.66 0.83 2.17
O 0.32 -1.68 2.94
H 0.87 -1.31 5.06
H 1.43 -2.80 4.16
H 2.19 0.37 3.78
H 2.27 -0.53 2.33
H 5.22 -1.47 2.00
H 3.44 -1.08 1.53
H 3.14 -3.58 2.40
H 4.94 -3.74 2.47
H 2.44 -3.74 -0.68
H 2.43 -2.09 0.13
H -2.36 -0.55 -1.40
H -0.55 0.15 -1.63
H -3.17 -3.63 1.45
H 6.83 -0.08 1.40
H 4.93 1.02 2.80
H 5.94 1.42 1.28
C -1.81 3.09 -0.70
Si -0.71 3.19 -2.18
C -1.75 2.09 -4.69
C 0.78 3.91 -1.98
C 1.43 4.21 -3.28
C 2.23 5.40 -3.27
C 2.38 6.37 -2.29
C 1.52 5.92 -1.13
C 0.88 4.69 -0.96
H -2.87 3.17 -1.02
H -3.34 -4.49 1.54
H -1.50 3.15 0.33
H -2.67 1.52 -4.63
H -0.91 1.69 -5.22
H -2.11 3.03 -5.28
H 1.79 3.24 -3.81
H 2.55 5.56 -4.32
H 3.21 7.06 -2.47
H 1.03 6.78 -0.53
H 0.51 4.50 0.09
O -1.11 2.62 -3.53
C -5.71 -1.43 -1.27
P -4.74 -2.34 0.10
C -5.65 -2.64 1.73
C -4.12 -3.88 -0.64
O -3.75 -1.27 0.32
H -5.17 -1.53 -2.20
H -5.72 -0.41 -0.91
H -6.78 -1.78 -1.30
H -6.73 -2.48 1.65
H -5.14 -1.93 2.38
H -5.39 -3.68 1.96
H -4.37 -4.79 -0.11
H -3.10 -3.63 -0.91
H -4.68 -4.01 -1.62
*
```

Values from the calculation:
Molar mass ... 538.26 g mol⁻¹
Maximum force ... 0.155 hartree/bohr
Energy relative to the best compared isomer or geometry (same formula, charge and spin) ... 413.4 kcal/mol

natural (NBO) population analysis, charges in e, atoms 1 to 6:
1 Sn 1.6303
2 C -0.0876
3 C -0.0470
4 O -0.5145
5 C -0.0073
6 C -0.1208

***

Record 2
Density functional theory data (ωB97M-V with the def2-TZVPD basis set) for a structure of composition C19H37KN5O5S2Si.

```
! wB97M-V def2-TZVPD RIJCOSX def2/J DEFGRID3
* xyz -1 1
K 1.81 -1.77 -1.03
N 2.02 -2.28 3.03
N 2.62 -2.82 1.88
C 3.92 -2.66 1.56
N 4.31 -3.36 0.47
S 4.97 -1.71 2.46
H 1.64 -1.37 2.77
H 2.79 -2.10 3.67
H 2.08 -3.54 1.41
H 3.63 -3.79 -0.15
H 5.22 -3.14 0.12
O 3.17 -3.35 -2.55
N 2.21 -4.08 -2.88
N 1.53 -4.56 -1.88
O 1.83 -4.33 -0.62
C 0.44 -5.43 -2.19
C -0.21 -6.05 -1.13
C -1.27 -6.90 -1.38
C -1.69 -7.14 -2.69
C -1.03 -6.51 -3.74
C 0.03 -5.65 -3.50
H 0.14 -5.85 -0.13
H -1.78 -7.39 -0.56
H -2.52 -7.80 -2.88
H -1.36 -6.68 -4.76
H 0.54 -5.16 -4.31
C 0.89 3.33 -2.93
C -0.21 2.61 -2.16
C -1.57 3.25 -2.44
C -0.23 1.13 -2.55
O 0.10 2.78 -0.78
Si -0.34 1.91 0.56
S 0.76 0.22 0.91
O -1.96 1.66 0.33
C -3.00 1.40 1.27
C -4.07 0.63 0.51
C -2.49 0.57 2.45
C -3.55 2.74 1.76
O -0.25 3.00 1.81
C 0.78 3.91 2.17
C 0.49 5.24 1.47
C 2.16 3.41 1.78
C 0.69 4.07 3.68
H 0.71 3.27 -4.00
H 1.86 2.88 -2.70
H 0.92 4.38 -2.63
H -1.81 3.19 -3.50
H -1.55 4.30 -2.14
H -2.34 2.74 -1.86
H -0.45 1.04 -3.61
H -0.99 0.59 -1.97
H 0.74 0.69 -2.34
H -3.66 -0.32 0.16
H -4.40 1.21 -0.35
H -4.93 0.42 1.16
H -2.04 -0.36 2.10
H -3.32 0.35 3.13
H -1.73 1.12 3.01
H -3.90 3.33 0.92
H -2.76 3.29 2.27
H -4.37 2.58 2.46
H 0.52 5.09 0.39
H 1.22 6.00 1.74
H -0.51 5.59 1.74
H 2.24 3.29 0.70
H 2.36 2.43 2.23
H 2.92 4.12 2.11
H -0.31 4.40 3.96
H 1.42 4.80 4.04
H 0.88 3.11 4.16
*
```

Values from the calculation:
Molar mass ... 546.85 g mol⁻¹
Maximum force ... 0.010 hartree/bohr
Energy relative to the best compared isomer or geometry (same formula, charge and spin) ... 0.0 kcal/mol

natural (NBO) population analysis, charges in e, atoms 1 to 6:
1 K 0.9440
2 N -0.6566
3 N -0.4635
4 C 0.2761
5 N -0.8258
6 S -0.3640

***

Record 3
Density functional theory data (ωB97M-V with the def2-TZVPD basis set) for a structure of composition C19H38AlO6S.

```
! wB97M-V def2-TZVPD RIJCOSX def2/J DEFGRID3
* xyz -1 1
C -0.62 5.30 0.67
C 0.81 4.92 1.14
O 0.86 4.40 2.49
C -0.08 3.39 2.68
O -0.81 3.45 3.61
C -0.17 2.17 1.74
C 0.59 0.95 2.40
C 1.73 0.35 1.50
Al 1.43 -1.58 0.92
C 0.38 -1.52 -0.85
S -1.00 -0.34 -0.62
C -1.40 0.48 -2.21
C -1.67 2.02 -2.00
C 3.12 -2.72 0.84
C 4.17 -2.32 -0.25
C 3.62 -2.36 -1.71
C 4.85 -0.95 -0.01
C 0.18 -2.51 2.28
C 0.95 -2.52 3.65
C 0.17 -1.82 4.81
O 1.28 -3.87 4.07
H -1.00 4.50 0.00
H -1.33 5.50 1.49
H -0.53 6.21 0.03
H 1.21 4.12 0.47
H 1.52 5.76 1.08
H 0.21 2.35 0.72
H -1.24 1.91 1.66
H -0.17 0.22 2.70
H 1.07 1.33 3.32
H 1.78 0.95 0.56
H 2.72 0.43 2.00
H 1.02 -1.27 -1.73
H -0.03 -2.54 -1.05
H -2.37 0.06 -2.56
H -0.61 0.40 -2.98
H -0.79 2.64 -2.21
H -2.46 2.30 -2.73
H -2.08 2.23 -0.99
H 2.89 -3.80 0.75
H 3.64 -2.60 1.83
H 4.98 -3.09 -0.21
H 3.34 -1.33 -2.01
H 4.45 -2.66 -2.39
H 2.79 -3.07 -1.85
H 5.77 -0.92 -0.64
H 5.18 -0.78 1.03
H 4.21 -0.12 -0.37
H 0.03 -3.57 1.99
H -0.78 -1.96 2.36
H 1.92 -1.99 3.54
H 0.09 -2.49 5.69
H -0.86 -1.51 4.54
H 0.76 -0.94 5.16
H 0.48 -4.23 4.48
C -5.99 -1.09 -5.57
C -5.99 0.05 -4.59
O -4.92 -0.28 -3.72
C -4.07 -1.10 -4.40
O -2.99 -1.43 -4.02
O -4.62 -1.50 -5.58
H -6.31 -0.79 -6.57
H -6.60 -1.93 -5.24
H -5.78 1.01 -5.06
H -6.93 0.13 -4.04
*
```

Values from the calculation:
Calculated total energy ... -50037.059 eV
Molar mass ... 421.56 g mol⁻¹
Maximum force ... 0.026 hartree/bohr

natural (NBO) population analysis, charges in e, atoms 1 to 6:
1 C -0.6647
2 C -0.0735
3 O -0.5406
4 C 0.8094
5 O -0.5804
6 C -0.5313

***

Record 4
Density functional theory data (ωB97M-V with the def2-TZVPD basis set) for a structure of composition C19H38AsN2SSe2Si2Te3Zr.

```
! wB97M-V def2-TZVPD RIJCOSX def2/J DEFGRID3
* xyz 1 1
Zr -0.34 0.04 -0.14
Se 1.70 -1.43 0.77
Te 2.80 0.53 1.92
Te 1.41 2.33 0.46
Se -0.90 2.10 1.41
C -1.09 -3.45 2.29
Te -1.83 -1.45 2.18
C -0.48 -0.99 3.75
C 0.24 -2.27 4.07
C 1.22 -2.29 5.07
C 1.90 -3.46 5.37
C 1.60 -4.63 4.69
C 0.63 -4.62 3.70
C -0.05 -3.45 3.39
H -0.66 -3.73 1.33
H -1.92 -4.12 2.50
H -1.04 -0.60 4.59
H 0.20 -0.22 3.39
H 1.45 -1.37 5.60
H 2.65 -3.46 6.15
H 2.12 -5.55 4.93
H 0.39 -5.53 3.16
C -6.17 2.16 -0.27
N -5.05 1.28 0.04
C -5.43 0.07 0.77
C -3.86 1.40 -0.57
S -2.96 -0.03 -0.92
N -3.46 2.62 -0.93
C -3.81 3.82 -0.16
C -2.47 2.84 -1.97
H -7.04 1.54 -0.48
H -5.95 2.74 -1.16
H -6.41 2.83 0.55
H -6.16 0.36 1.53
H -4.57 -0.38 1.25
H -5.89 -0.66 0.10
H -4.23 3.54 0.80
H -4.51 4.46 -0.70
H -2.89 4.38 0.02
H -2.41 1.98 -2.63
H -1.48 3.02 -1.54
H -2.77 3.72 -2.54
C -0.81 -2.71 -1.44
Si 0.03 -1.91 -2.96
C 1.69 -2.77 -3.08
C -1.03 -2.30 -4.45
As 0.13 0.43 -2.73
Si 2.36 0.94 -3.30
C 3.67 0.22 -2.18
C 2.60 0.37 -5.07
C 2.45 2.82 -3.31
H -1.15 -3.69 -1.79
H -1.71 -2.25 -1.03
H -0.10 -2.92 -0.63
H 1.54 -3.80 -3.40
H 2.19 -2.78 -2.10
H 2.37 -2.30 -3.79
H -1.15 -3.38 -4.58
H -0.59 -1.89 -5.35
H -2.02 -1.85 -4.34
H 3.47 -0.82 -1.93
H 3.75 0.77 -1.23
H 4.65 0.28 -2.67
H 2.55 -0.71 -5.19
H 3.57 0.71 -5.43
H 1.83 0.82 -5.71
H 2.24 3.28 -2.35
H 1.75 3.23 -4.04
H 3.46 3.13 -3.61
*
```

Values from the calculation:
Molar mass ... 1089.63 g mol⁻¹
Maximum force ... 0.005 hartree/bohr
Energy relative to the best compared isomer or geometry (same formula, charge and spin) ... 8.0 kcal/mol

natural (NBO) population analysis, charges in e, atoms 1 to 6:
1 Zr 0.5078
2 Se -0.4293
3 Te 0.2675
4 Te 0.3556
5 Se -0.3538
6 C -0.6481

***

Record 5
Density functional theory data (ωB97M-V with the def2-TZVPD basis set) for a cluster of 6 separate species, C19H38Br4O7 in total.

```
! wB97M-V def2-TZVPD RIJCOSX def2/J DEFGRID3
* xyz 0 1
C 15.15 -10.62 -6.50
C 15.95 -11.83 -6.91
O 17.12 -11.91 -6.65
C 15.25 -12.87 -7.76
H 15.78 -9.98 -5.90
H 14.26 -10.85 -5.91
H 14.79 -10.10 -7.39
H 14.33 -13.21 -7.29
H 15.95 -13.67 -8.01
H 14.95 -12.40 -8.70
O 13.88 -9.57 2.86
C 13.13 -10.01 2.05
O 11.85 -10.26 2.29
C 11.39 -10.04 3.64
C 11.63 -11.23 4.55
C 13.55 -10.41 0.67
H 10.37 -9.68 3.61
H 11.94 -9.17 4.03
H 10.80 -11.93 4.60
H 11.77 -10.85 5.57
H 12.58 -11.73 4.34
H 13.81 -11.46 0.67
H 14.44 -9.83 0.41
H 12.78 -10.19 -0.07
O 12.22 -10.81 -8.33
C 11.22 -10.82 -7.71
O 10.40 -11.88 -7.67
C 10.61 -12.94 -8.60
C 11.02 -14.17 -7.83
C 10.83 -9.77 -6.69
H 11.39 -12.67 -9.31
H 9.68 -13.11 -9.14
H 11.94 -13.94 -7.28
H 11.24 -15.04 -8.45
H 10.27 -14.42 -7.08
H 11.52 -8.94 -6.76
H 10.88 -10.23 -5.70
H 9.84 -9.35 -6.86
O 20.00 -4.13 -2.30
C 18.99 -4.33 -2.88
O 18.61 -5.56 -3.26
C 19.63 -6.55 -3.16
C 19.21 -7.74 -3.99
C 17.98 -3.29 -3.25
H 19.72 -6.87 -2.12
H 20.56 -6.14 -3.56
H 19.99 -8.49 -3.84
H 19.16 -7.50 -5.05
H 18.27 -8.15 -3.64
H 18.48 -2.46 -3.75
H 17.50 -2.91 -2.35
H 17.18 -3.67 -3.88
Br 13.20 -8.50 -4.37
C 13.62 -8.14 -2.51
C 14.70 -7.11 -2.30
Br 15.54 -7.45 -0.57
H 13.84 -9.07 -2.01
H 12.71 -7.73 -2.07
H 14.27 -6.13 -2.14
H 15.46 -7.01 -3.06
Br 14.95 -2.94 -1.37
C 13.20 -3.58 -0.77
C 12.75 -2.93 0.47
Br 13.83 -3.38 2.02
H 13.29 -4.66 -0.72
H 12.55 -3.33 -1.61
H 11.72 -3.20 0.71
H 12.76 -1.84 0.43
*
```

Values from the calculation:
Structure (SMILES) ... CCOC(C)=O.CCOC(C)=O.CCOC(C)=O.CC(C)=O.BrCCBr.BrCCBr
Molar mass ... 698.12 g mol⁻¹
Maximum force ... 0.051 hartree/bohr
Energy relative to the best compared isomer or geometry (same formula, charge and spin) ... 0.0 kcal/mol

natural (NBO) population analysis, charges in e, atoms 1 to 6:
1 C -0.7261
2 C 0.5960
3 O -0.5446
4 C -0.7210
5 H 0.2305
6 H 0.2259

***

Record 6
Density functional theory data (ωB97M-V with the def2-TZVPD basis set) for a cluster of 7 separate species, C19H38Cl6O10 in total.

```
! wB97M-V def2-TZVPD RIJCOSX def2/J DEFGRID3
* xyz 0 1
C 6.32 0.82 1.02
Cl 5.77 -0.09 2.42
Cl 7.92 0.26 0.48
H 5.64 0.64 0.20
H 6.35 1.87 1.26
C 1.07 4.92 -1.61
Cl 0.18 4.79 -0.09
Cl 1.76 3.38 -2.09
H 0.40 5.27 -2.39
H 1.85 5.67 -1.50
C 1.28 0.93 0.28
Cl 0.27 0.06 -0.90
Cl 2.98 0.76 -0.21
H 0.97 1.97 0.26
H 1.16 0.56 1.28
C 0.48 -4.35 2.34
C 0.14 -2.93 2.05
O -0.90 -2.53 2.94
C -1.41 -1.31 2.73
O -1.08 -0.57 1.90
O -2.29 -1.06 3.65
C -2.92 0.23 3.53
H 1.23 -4.63 1.60
H -0.39 -5.00 2.19
H 0.87 -4.47 3.34
H -0.16 -2.76 1.02
H 1.02 -2.30 2.23
H -3.37 0.36 2.54
H -2.17 1.02 3.60
H -3.66 0.34 4.31
C -4.11 4.85 -6.86
C -2.67 4.51 -6.98
O -2.14 4.07 -5.71
C -1.79 2.79 -5.60
O -2.04 1.95 -6.38
O -1.12 2.62 -4.46
C -0.54 1.33 -4.27
H -4.25 5.81 -6.34
H -4.66 4.14 -6.23
H -4.62 4.92 -7.82
H -2.09 5.41 -7.22
H -2.50 3.79 -7.78
H -1.31 0.54 -4.30
H -0.16 1.30 -3.26
H 0.20 1.11 -5.03
O -1.70 -5.93 -2.61
C -1.27 -5.82 -1.54
O -0.88 -4.66 -1.03
C -1.24 -3.46 -1.78
C -2.61 -2.92 -1.35
C -1.04 -6.99 -0.60
H -1.32 -3.69 -2.84
H -0.45 -2.73 -1.59
H -3.38 -3.56 -1.76
H -2.67 -1.87 -1.63
H -2.66 -2.95 -0.26
H -1.76 -6.95 0.21
H -0.05 -6.91 -0.16
H -1.07 -7.91 -1.17
O 1.80 2.57 3.32
C 1.48 2.32 4.44
O 1.73 1.15 5.06
C 2.50 0.15 4.32
C 2.74 -1.08 5.18
C 0.78 3.28 5.33
H 3.43 0.58 3.93
H 1.92 -0.14 3.43
H 3.26 -1.82 4.58
H 1.78 -1.47 5.52
H 3.36 -0.85 6.05
H 1.44 3.66 6.13
H -0.06 2.88 5.88
H 0.42 4.15 4.79
*
```

Values from the calculation:
Calculated total energy ... -115929.622 eV
Structure (SMILES) ... CCOC(=O)OC.CCOC(=O)OC.CCOC(C)=O.CCOC(C)=O.ClCCl.ClCCl.ClCCl
Molar mass ... 639.22 g mol⁻¹
Maximum force ... 0.086 hartree/bohr

Löwdin population analysis, charges in e, atoms 1 to 6:
1 C -1.0361
2 Cl 0.5229
3 Cl 0.5004
4 H -0.0380
5 H 0.0303
6 C -1.0079

***

Record 7
Density functional theory data (ωB97M-V with the def2-TZVPD basis set) for a structure of composition C19H38MoNO4P3.

```
! wB97M-V def2-TZVPD RIJCOSX def2/J DEFGRID3
* xyz 4 3
P -3.50 0.71 0.61
C -3.98 0.72 2.35
H -5.00 1.13 2.47
H -3.27 1.33 2.93
H -3.96 -0.31 2.74
C -3.24 2.41 0.09
H -3.00 2.47 -0.98
H -2.44 2.88 0.68
H -4.17 2.98 0.25
C -4.84 0.01 -0.35
H -5.73 0.67 -0.28
H -5.13 -0.98 0.04
H -4.56 -0.08 -1.41
P 0.36 -3.69 -1.26
C 0.13 -4.21 0.47
H 0.44 -5.26 0.56
H -0.94 -4.08 0.74
H 0.76 -3.55 1.11
C -0.68 -4.85 -2.19
H -0.58 -4.63 -3.26
H -1.72 -4.74 -1.89
H -0.32 -5.86 -1.99
C 2.01 -4.34 -1.65
H 1.95 -5.43 -1.63
H 2.74 -3.98 -0.93
H 2.29 -4.00 -2.66
P 3.26 1.44 0.75
C 3.93 1.20 2.39
H 4.35 2.17 2.71
H 4.74 0.46 2.35
H 3.15 0.88 3.09
C 4.54 1.47 -0.48
H 5.19 2.32 -0.24
H 4.11 1.61 -1.47
H 5.13 0.54 -0.45
C 2.29 2.92 0.58
H 2.86 3.74 1.03
H 1.31 2.82 1.08
H 2.14 3.12 -0.49
Mo 0.11 -0.30 -2.72
C -2.01 -0.35 0.66
O -1.09 -1.00 0.91
C 2.08 0.08 0.32
O 1.52 -0.93 0.55
C 1.39 0.00 -4.36
C 0.96 1.25 -3.84
C -0.42 1.49 -3.63
C -1.37 0.47 -3.95
C -0.93 -0.77 -4.47
C 0.45 -0.99 -4.68
H 2.44 -0.21 -4.45
H 1.69 1.95 -3.48
H -0.74 2.37 -3.08
H -2.42 0.59 -3.67
H -1.63 -1.58 -4.62
H 0.79 -1.95 -5.04
N 0.15 1.90 5.47
C -0.66 2.42 4.33
C -0.06 1.70 3.13
O 0.84 0.84 3.40
O -0.48 2.03 2.00
H 0.73 1.12 5.01
H -0.45 1.56 6.24
H 0.75 2.65 5.85
H -1.71 2.15 4.48
H -0.55 3.50 4.26
*
```

Values from the calculation:
⟨S²⟩ ... 2.020
Molar mass ... 533.38 g mol⁻¹
Maximum force ... 0.124 hartree/bohr
Energy relative to the best compared isomer or geometry (same formula, charge and spin) ... 67.4 kcal/mol

natural (NBO) population analysis, charges in e, atoms 1 to 6:
1 P 1.4306
2 C -0.9500
3 H 0.3376
4 H 0.2910
5 H 0.2988
6 C -0.9602